(1)
Density functional theory data (ωB97M-V with the def2-TZVPD basis set) for 2 unconnected molecules or ions with the total composition C5H12S at a distorted geometry.

Each line ends with the natural charge from an NBO analysis.
CARTESIAN COORDINATES (ANGSTROEM)
C -1.354 0.089 0.759  -0.62
C -2.380 1.165 0.379  -0.51
S -2.174 1.701 -1.368  -0.05
H -1.643 -0.770 0.267  0.21
H -0.494 0.549 0.408  0.21
H -1.301 -0.172 1.822  0.21
H -2.241 1.913 1.197  0.21
H -3.479 0.711 0.426  0.23
H -0.900 2.036 -1.532  0.12
C 2.133 0.272 0.052  -0.67
C 2.041 -1.120 -0.547  -0.19
C 1.036 -2.035 -0.419  -0.40
H 2.119 0.349 1.160  0.23
H 1.283 0.898 -0.460  0.22
H 3.144 0.757 -0.394  0.22
H 2.975 -1.656 -0.970  0.20
H 1.054 -2.975 -0.939  0.20
H 0.182 -1.713 0.155  0.19

Atoms 1-2, force components in eV/Å:
-1.8926 1.1670 0.9753
-1.3852 -0.8616 1.4595

The LUMO energy is 0.9 eV. The value obtained for the relative energy (zero: lowest compared OMol25 entry of this formula, charge and spin) is 218.97 kJ/mol. Its HOMO-LUMO gap is 0.3690 Ha. The spin multiplicity is 1. The SMILES is C=CC.CCS.


(2)
Density functional theory data (ωB97M-V with the def2-TZVPD basis set) for C5H12Si2 in the gas phase at a distorted geometry.

Each line ends with the natural charge from an NBO analysis.
CARTESIAN COORDINATES (ANGSTROEM)
C -2.937 -0.739 -0.942  -0.70
C 0.073 1.348 -0.241  -0.88
C -1.090 1.070 -1.016  -0.59
C 1.344 -1.870 -0.276  -1.14
C 2.636 0.456 1.119  -1.10
Si -2.567 0.277 0.473  0.96
Si 0.999 -0.094 0.227  1.50
H -3.791 -0.504 -1.520  0.13
H 0.298 2.261 0.231  0.24
H -0.985 0.265 -1.736  0.23
H -1.661 1.807 -1.554  0.23
H 1.760 -2.559 0.457  0.27
H 0.372 -2.262 -0.702  0.27
H 1.995 -1.700 -1.167  0.26
H 2.397 1.008 2.026  0.24
H 3.083 -0.601 1.251  0.22
H 3.372 1.014 0.629  0.24
H -3.301 1.332 1.156  -0.20
H -1.998 -0.510 1.587  -0.19

Atoms 1-2, force components in eV/Å:
0.8614 -0.7467 1.4471
1.1804 -3.4045 0.1782

The LUMO energy (alpha / beta) is -0.7 / -0.7 eV. The value obtained for the relative energy (zero: lowest compared OMol25 entry of this formula, charge and spin) is 665.87 kJ/mol. Its HOMO-LUMO gap (alpha / beta) is 0.2359 / 0.2359 Ha. The spin multiplicity is 1.


(3)
Density functional theory data (ωB97M-V with the def2-TZVPD basis set) for 2 unconnected molecules or ions with the total composition C5H13BClNO2 at a distorted geometry.

Each line ends with the natural charge from an NBO analysis.
CARTESIAN COORDINATES (ANGSTROEM)
B 0.557 -0.356 -2.783  0.97
C -0.824 -0.023 3.057  -0.60
C 0.072 -1.472 0.566  -0.61
C -0.045 0.669 2.072  -0.40
C 0.330 0.701 -0.541  -0.13
C -0.346 0.009 0.607  -0.27
N -0.193 1.961 -0.921  -0.59
O 1.764 -0.892 -3.154  -0.94
O -0.557 -0.545 -3.535  -0.94
Cl 0.694 2.722 -2.196  0.11
H -1.955 -0.074 3.017  0.22
H -0.625 0.635 4.073  0.20
H -0.447 -0.966 3.181  0.20
H -0.126 -1.785 -0.454  0.23
H 1.174 -1.495 0.725  0.20
H -0.394 -2.056 1.436  0.21
H -0.317 1.763 1.999  0.21
H 1.025 0.735 2.301  0.21
H 1.422 0.644 -0.443  0.21
H -1.550 0.090 0.559  0.19
H -1.114 1.774 -1.158  0.37
H 1.891 -1.135 -4.013  0.48
H -0.435 -0.903 -4.396  0.48

Atoms 1-2, force components in eV/Å:
-0.0069 -0.3506 1.9407
-1.9656 3.0219 4.7899

The LUMO energy is 0.2 eV. The value obtained for the relative energy (zero: lowest compared OMol25 entry of this formula, charge and spin) is 390.90 kJ/mol. Its HOMO-LUMO gap is 0.2845 Ha. The spin multiplicity is 1.


(4)
Density functional theory data (ωB97M-V with the def2-TZVPD basis set) for a molecular structure, C5H13BN at a distorted geometry.

Each line ends with the Mulliken spin population.
CARTESIAN COORDINATES (ANGSTROEM)
B -1.400 -0.060 -0.011  0.10
C -1.050 -1.557 -0.139  0.84
C -0.093 0.827 0.151  0.06
C 0.955 -1.241 -0.182  0.86
C -2.708 0.613 -0.386  0.05
C 2.469 0.702 0.395  0.07
N 1.094 0.014 0.527  -0.04
H -1.084 -2.294 0.681  0.00
H -1.349 -1.881 -1.089  0.01
H 0.154 1.349 -0.772  0.00
H -0.112 1.742 0.839  0.00
H 1.567 -1.975 0.225  0.02
H 1.135 -1.082 -1.190  0.00
H -2.710 1.717 -0.398  0.01
H -3.541 0.340 0.270  0.01
H -2.927 0.317 -1.418  0.00
H 2.943 0.506 1.285  -0.01
H 3.016 0.153 -0.339  0.00
H 2.340 1.739 0.215  0.00
H 1.030 -0.054 1.620  0.01

Atoms 1-2, force components in eV/Å:
1.9255 -0.2067 0.0894
-5.8425 0.3136 1.6215

The LUMO energy (alpha / beta) is -3.4 / -7.1 eV. The value obtained for the relative energy (zero: lowest compared OMol25 entry of this formula, charge and spin) is 5.96 kJ/mol. Its HOMO-LUMO gap (alpha / beta) is 0.2310 / 0.2964 Ha. The charge is +1. As for the expectation value of S²: 2.006. The spin multiplicity is 3.


(5)
Density functional theory data (ωB97M-V with the def2-TZVPD basis set) for a molecular structure, C5H13BrNPPt at a distorted geometry.

Each line ends with the natural charge from an NBO analysis.
CARTESIAN COORDINATES (ANGSTROEM)
C -2.756 -1.356 -1.138  -0.63
C -2.071 0.078 -1.653  -0.27
N -1.166 0.525 -0.509  -0.75
P 0.407 1.137 -1.128  1.15
C 1.834 0.011 -0.539  -0.74
C 2.324 0.254 1.005  -0.48
C 1.118 0.413 2.105  -0.52
Br 1.923 1.491 3.639  0.15
H -1.874 -1.952 -0.630  0.19
H -3.262 -1.960 -2.005  0.28
H -3.575 -1.126 -0.310  0.25
H -2.970 0.846 -1.724  0.27
H -1.467 -0.042 -2.649  0.24
H -1.605 1.277 0.068  0.43
H 0.624 2.465 -0.538  0.05
H 2.770 0.274 -1.231  0.35
H 1.594 -1.132 -0.784  0.27
H 3.075 1.147 1.154  0.32
H 2.930 -0.725 1.320  0.27
H 0.196 1.040 1.750  0.24
H 0.796 -0.617 2.616  0.20
Pt 1.154 -2.045 1.183  0.71

Atoms 1-2, force components in eV/Å:
0.3005 0.4689 0.4987
-2.1627 -1.7189 0.1291

The LUMO energy is -13.0 eV. Its HOMO-LUMO gap is 0.1534 Ha. The charge is +2. The spin multiplicity is 1.


(6)
Density functional theory data (ωB97M-V with the def2-TZVPD basis set) for C5H13Cl2O2PSi in the gas phase at a distorted geometry.

Each line ends with the natural charge from an NBO analysis.
CARTESIAN COORDINATES (ANGSTROEM)
C 0.248 -1.814 1.278  -0.66
C -1.303 1.808 1.255  -1.02
C -2.369 -0.560 -0.591  -1.14
C -0.437 1.198 -2.002  -1.08
C 0.600 -0.527 0.561  -0.29
O 3.274 0.244 1.155  -1.07
O 1.584 -0.605 -0.528  -0.85
Si -0.875 0.537 -0.229  1.54
P 3.063 -0.268 -0.170  2.03
Cl 3.556 1.043 -1.630  -0.24
Cl 4.096 -1.980 -0.473  -0.25
H -0.087 -2.515 0.484  0.21
H 1.163 -2.108 1.768  0.22
H -0.549 -1.894 2.056  0.24
H -1.043 1.193 2.145  0.23
H -0.795 2.676 1.186  0.22
H -2.342 1.956 1.310  0.23
H -2.980 -0.168 -1.442  0.25
H -1.899 -1.548 -0.576  0.24
H -3.115 -0.781 0.167  0.24
H -0.263 0.506 -2.802  0.25
H -1.253 1.848 -2.344  0.24
H 0.543 1.635 -1.847  0.23
H 1.186 0.123 1.270  0.23

Atoms 1-2, force components in eV/Å:
-0.1002 -0.9733 -1.1116
-0.0145 -4.7051 -0.9911

The LUMO energy is 0.4 eV. The value obtained for the relative energy (zero: lowest compared OMol25 entry of this formula, charge and spin) is 176.12 kJ/mol. Its HOMO-LUMO gap is 0.3867 Ha. The spin multiplicity is 1. The SMILES is C[C@@H](OP(=O)(Cl)Cl)[Si](C)(C)C.


Number 3 is which compound? C5H13BClNO2


Which value of spin multiplicity does entry 1 give? 1


What is the spin multiplicity in the fifth record? 1